(1)
Formula: C13H22F4N2O8P2SiW
Source: the Open Molecules 2025 dataset
Level of theory: wB97M-V/def2-TZVPD

```
! RIJCOSX wB97M-V def2-TZVPD def2/J DEFGRID3
* xyz 0 1
W 0.32 -0.93 0.00
P -0.64 -3.01 2.10
P 1.22 -3.57 0.03
Si 3.04 0.33 1.48
F -2.34 3.17 -0.76
F -2.70 4.93 1.11
F -0.29 0.30 2.45
F -0.64 2.14 4.28
O -1.51 -4.25 1.66
O 2.04 -2.35 -0.33
O -1.03 -1.84 1.10
O 2.01 -4.93 -0.07
O 0.88 -3.35 1.60
O 1.69 0.21 0.41
O -0.08 -3.60 -0.71
O -0.66 -2.73 3.53
N -0.98 0.61 -0.20
N 0.34 -0.71 -2.16
C -0.86 1.45 2.07
C 4.15 -1.14 1.35
C -2.09 3.79 1.46
C 0.73 -1.85 -3.03
C -1.26 1.61 0.73
C 1.20 0.44 -2.51
C -1.89 2.84 0.47
C -1.51 0.80 -1.55
C -1.68 3.61 2.76
C 2.47 0.50 3.23
C 3.94 1.86 0.92
C -1.06 2.41 3.04
C -1.10 -0.39 -2.39
H 1.77 -2.10 -2.83
H 1.89 -0.36 3.57
H 2.24 0.14 -2.37
H 0.60 -1.55 -4.07
H -1.27 -0.20 -3.46
H -2.60 0.87 -1.56
H -1.84 4.36 3.52
H 0.99 1.29 -1.88
H -1.66 -1.29 -2.12
H -1.49 -4.32 0.69
H 4.31 1.75 -0.10
H 0.10 -2.71 -2.80
H 1.03 0.70 -3.56
H 3.29 2.74 0.94
H 4.79 2.06 1.57
H 2.86 -4.94 0.39
H 3.69 -2.03 1.77
H -1.14 1.72 -2.02
H 5.04 -0.91 1.95
H 3.37 0.56 3.85
H 1.88 1.40 3.42
H 4.46 -1.37 0.33
*
```

Calculated values
* LUMO energy (spin up / spin down): 0.0016 / -0.0013 Eh
* electronic energy: -72358.661 eV
* HOMO energy (spin up / spin down): -0.27048 / -0.27826 hartree
* relative energy (zero: lowest compared OMol25 entry of this formula, charge and spin): 0.000 eV



(2)
Formula: C5H19N2O2S
Source: the Open Molecules 2025 dataset
Level of theory: wB97M-V/def2-TZVPD

```
! RIJCOSX wB97M-V def2-TZVPD def2/J DEFGRID3
* xyz 1 1
S -0.10 -0.89 3.68
O -0.38 3.31 -1.64
O 3.38 -1.47 0.78
N -1.80 0.64 -0.94
N 0.81 0.11 -1.46
C 1.18 -1.17 -2.07
C -1.06 -0.05 0.23
C -1.55 0.32 1.59
C 0.47 0.11 -0.06
C -1.62 -0.76 2.64
H 0.72 1.12 0.29
H 3.43 -0.63 0.27
H -1.74 -1.71 2.11
H 0.62 -1.36 -2.98
H -1.72 0.06 -1.78
H -2.38 1.05 1.65
H -2.80 0.81 -0.87
H -1.42 1.57 -1.12
H 2.16 -1.19 -2.57
H -0.88 1.16 1.90
H -1.18 -1.10 -0.12
H 0.13 2.99 -2.41
H 1.54 0.77 -1.62
H 0.41 -1.97 3.13
H 1.09 -2.06 -1.44
H 3.91 -2.06 0.21
H 0.37 3.75 -1.25
H 0.89 -0.71 0.54
H -2.47 -0.62 3.30
*
```

Calculated values
* LUMO energy: -0.1119 Eh
* electronic energy: -23396.271 eV
* HOMO energy: -0.44196 hartree
* relative energy (zero: lowest compared OMol25 entry of this formula, charge and spin): 0.833 eV



(3)
Formula: C3H9N4
Source: the Open Molecules 2025 dataset
Level of theory: wB97M-V/def2-TZVPD

```
! RIJCOSX wB97M-V def2-TZVPD def2/J DEFGRID3
* xyz 1 1
N 2.19 0.48 -0.55
N -1.87 -0.81 -0.75
N -0.58 1.17 0.00
N 0.70 -0.79 0.72
C -1.63 0.18 0.23
C 1.80 -0.63 0.02
C -0.34 0.17 1.00
H -2.77 -0.70 -1.19
H -0.38 0.41 2.06
H -2.51 0.47 0.78
H 1.54 1.27 -0.56
H 0.53 -1.71 1.12
H 3.03 0.53 -1.09
H -1.14 -0.87 -1.44
H -0.76 2.11 0.33
H 2.44 -1.50 -0.06
*
```

Calculated values
* LUMO energy: -0.1192 Eh
* electronic energy: -9210.546 eV
* HOMO energy: -0.48669 hartree
* relative energy (zero: lowest compared OMol25 entry of this formula, charge and spin): 1.075 eV



(4)
Formula: C10H16BrF2N3O6P
Source: the Open Molecules 2025 dataset
Level of theory: wB97M-V/def2-TZVPD

```
! RIJCOSX wB97M-V def2-TZVPD def2/J DEFGRID3
* xyz -1 1
Br -1.05 -3.26 -1.45
P -1.66 1.54 2.00
F 1.37 1.22 -0.85
F -0.10 2.78 0.18
O -0.22 2.25 -4.14
O -3.40 1.39 1.72
O -1.06 0.49 3.26
O -1.45 3.05 2.52
O -2.01 2.59 -3.26
O -0.70 4.31 -3.59
N 0.13 -0.75 -0.69
N -1.49 1.09 -0.94
N -0.93 -0.27 -3.06
C -0.96 3.12 -3.66
C 0.56 0.44 0.16
C 0.93 -3.41 1.09
C 4.14 0.05 0.20
C -0.86 -1.73 -0.11
C -0.41 -2.44 1.30
C 1.65 0.26 1.37
C 3.12 0.88 0.89
C -0.78 -0.04 -1.72
C -0.74 1.42 0.33
H 3.26 2.04 1.11
H -1.28 -3.19 1.63
H -1.79 -0.19 3.40
H 1.85 -0.85 1.70
H 1.32 0.91 2.28
H -0.17 -1.71 2.17
H -1.52 -1.10 -3.38
H -3.47 0.49 1.27
H -2.53 1.02 -0.88
H 0.56 -4.51 0.89
H 1.58 -2.99 0.19
H 5.20 -0.20 0.66
H 1.58 -3.35 2.09
H -1.95 -1.32 0.04
H -0.59 0.36 -3.82
H 3.87 -0.41 -0.86
*
```

Calculated values
* LUMO energy: 0.0400 Eh
* electronic energy: -112140.741 eV
* HOMO energy: -0.10787 hartree



(5)
Formula: C6H10O
Source: the Open Molecules 2025 dataset
Level of theory: wB97M-V/def2-TZVPD

```
! RIJCOSX wB97M-V def2-TZVPD def2/J DEFGRID3
* xyz 0 1
O -0.08 1.21 0.56
C 1.14 1.33 -0.13
C 1.35 -1.13 0.08
C -2.13 0.29 0.00
C -0.83 -0.04 0.73
C -0.13 -1.32 0.23
C 1.92 0.06 -0.12
H 1.02 1.69 -1.18
H 1.97 -2.02 0.11
H -0.33 -2.17 0.90
H 3.00 0.13 -0.26
H -1.73 1.18 -0.48
H 1.71 2.13 0.37
H -0.55 -1.63 -0.74
H -2.46 -0.44 -0.76
H -2.97 0.57 0.63
H -0.97 -0.12 1.82
*
```

Calculated values
* LUMO energy: 0.0392 Eh
* electronic energy: -8430.122 eV
* HOMO energy: -0.34133 hartree
* relative energy (zero: lowest compared OMol25 entry of this formula, charge and spin): 1.118 eV



(6)
Formula: C33H13F15GeNO2PtS4
Source: the Open Molecules 2025 dataset
Level of theory: wB97M-V/def2-TZVPD

```
! RIJCOSX wB97M-V def2-TZVPD def2/J DEFGRID3
* xyz 1 1
Pt 0.51 -1.73 -0.40
Ge 0.96 3.35 0.18
S 2.69 -2.24 -0.05
S 1.31 0.04 0.75
S 4.26 -0.18 1.59
S 1.72 1.43 -0.72
F -2.45 3.03 -3.79
F 4.82 7.29 2.65
F 0.51 6.01 1.33
F 1.53 2.17 2.87
F -1.62 5.34 -4.94
F 1.54 5.93 -1.56
F -0.05 1.61 4.99
F 2.17 7.83 2.48
F -2.70 2.15 4.86
F -2.22 3.81 0.53
F -1.31 2.18 -1.52
F 4.17 3.16 0.58
F 5.81 4.96 1.70
F -3.77 3.25 2.64
F 0.38 6.79 -3.81
O -1.45 -1.11 -0.70
O -0.54 -4.40 0.52
N 0.62 -4.31 -1.99
C -0.31 2.94 1.61
C 2.29 4.54 0.94
C 3.65 4.30 1.04
C -1.93 2.41 3.82
C 0.58 -5.48 -1.23
C -1.59 -3.25 -1.65
C -0.03 5.66 -3.24
C 4.51 5.22 1.62
C 1.82 5.75 1.44
C -1.47 3.74 -3.23
C -3.62 -1.94 -1.07
C -4.37 -3.03 -1.36
C -0.57 2.13 3.88
C -2.48 2.97 2.68
C -2.19 -2.04 -1.14
C 2.65 6.69 2.01
C 0.56 5.20 -2.08
C 3.01 -0.80 0.84
C 0.00 -5.54 0.05
C 0.05 -6.73 0.76
C -0.87 3.32 -2.07
C -1.66 3.23 1.60
C -1.04 -4.39 1.86
C 4.00 6.41 2.10
C 0.16 4.03 -1.46
C -0.17 -3.18 -1.95
C -2.39 -4.37 -1.88
C -1.05 4.92 -3.82
C 1.22 -6.60 -1.75
C 1.27 -7.78 -1.04
C 0.21 2.41 2.78
C -3.76 -4.26 -1.76
C 0.68 -7.84 0.21
H -4.39 -5.10 -2.01
H -4.04 -1.01 -0.74
H -5.45 -2.99 -1.28
H 1.40 -4.26 -2.64
H -1.39 -3.38 2.03
H 0.11 -2.47 -2.73
H -1.86 -5.09 1.96
H -1.94 -5.29 -2.22
H -0.38 -6.79 1.74
H -0.25 -4.62 2.57
H 1.77 -8.65 -1.45
H 0.71 -8.76 0.78
H 1.68 -6.54 -2.74
*
```

Calculated values
* LUMO energy: -0.2071 Eh
* electronic energy: -183873.565 eV
* HOMO energy: -0.40553 hartree
* relative energy (zero: lowest compared OMol25 entry of this formula, charge and spin): 0.092 eV



(7)
Formula: C8H10ClNO2
Source: the Open Molecules 2025 dataset
Level of theory: wB97M-V/def2-TZVPD

```
! RIJCOSX wB97M-V def2-TZVPD def2/J DEFGRID3
* xyz 0 1
Cl 1.46 3.15 -2.80
O 0.87 1.03 1.77
O -0.58 1.06 -3.53
N 0.77 -1.98 2.27
C 0.77 1.94 -1.72
C 0.48 1.00 0.44
C -1.15 -0.98 0.76
C 1.07 1.96 -0.38
C -0.23 -2.17 1.27
C -0.52 0.12 -0.06
C -0.22 1.12 -2.22
C -0.91 0.26 -1.38
H -1.48 -0.62 1.72
H -1.69 -0.37 -1.85
H 0.36 -1.89 3.20
H 0.47 0.30 2.24
H -0.18 1.84 -3.96
H 1.85 2.68 -0.06
H -2.01 -1.43 0.24
H 1.62 -1.47 2.09
H 0.22 -2.61 0.35
H -0.95 -2.93 1.61
*
```

Calculated values
* LUMO energy: 0.0259 Eh
* electronic energy: -26565.472 eV
* HOMO energy: -0.29859 hartree
* relative energy (zero: lowest compared OMol25 entry of this formula, charge and spin): 0.329 eV



(8)
Formula: C5H6N
Source: the Open Molecules 2025 dataset
Level of theory: wB97M-V/def2-TZVPD

```
! RIJCOSX wB97M-V def2-TZVPD def2/J DEFGRID3
* xyz 1 1
N -0.89 -1.02 -0.40
C 0.01 1.37 -0.02
C 0.32 -0.95 0.38
C 1.27 0.64 -0.27
C -0.77 0.18 0.49
C 1.69 -0.61 -0.11
H -0.92 -0.78 -1.44
H -0.51 1.86 -0.83
H 0.06 1.91 0.89
H -1.46 -1.66 0.10
H 2.67 -1.08 0.02
H -1.48 0.14 1.20
*
```

Calculated values
* LUMO energy (spin up / spin down): -0.1939 / -0.1860 Eh
* electronic energy: -6758.515 eV
* HOMO energy (spin up / spin down): -0.50172 / -0.50768 hartree
* relative energy (zero: lowest compared OMol25 entry of this formula, charge and spin): 6.662 eV



(9)
Formula: C4H4N2OS
Source: the Open Molecules 2025 dataset
Level of theory: wB97M-V/def2-TZVPD

```
! RIJCOSX wB97M-V def2-TZVPD def2/J DEFGRID3
* xyz 0 1
S -1.39 1.67 1.22
O -1.07 -0.68 -1.80
N 1.57 1.18 0.56
N -0.70 0.51 0.13
C 1.73 -2.00 -0.71
C 1.23 -0.95 -0.44
C 0.72 0.33 0.11
C -1.49 -0.09 -0.87
H 1.08 1.97 1.04
H -1.23 0.97 2.35
H -2.55 0.06 -0.61
H 2.12 -2.97 -0.99
*
```

Calculated values
* LUMO energy: 0.0098 Eh
* electronic energy: -20072.742 eV
* HOMO energy: -0.36590 hartree
* relative energy (zero: lowest compared OMol25 entry of this formula, charge and spin): 2.988 eV



(10)
Formula: C4H5NO3
Source: the Open Molecules 2025 dataset
Level of theory: wB97M-V/def2-TZVPD

```
! RIJCOSX wB97M-V def2-TZVPD def2/J DEFGRID3
* xyz 0 1
O -1.04 1.62 -2.27
O 0.25 1.12 1.51
O 1.21 1.98 -0.37
N 0.05 0.01 -0.56
C 0.32 -1.84 0.97
C -1.45 0.73 -1.64
C -0.33 -1.24 -0.02
C 0.51 0.91 0.22
H 0.55 1.95 1.73
H 1.13 -1.32 1.61
H 0.12 -2.87 1.37
H 1.48 1.71 -1.29
H -0.99 -1.82 -0.56
*
```

Calculated values
* LUMO energy: 0.0185 Eh
* electronic energy: -11859.259 eV
* HOMO energy: -0.33345 hartree
* relative energy (zero: lowest compared OMol25 entry of this formula, charge and spin): 2.742 eV



(11)
Formula: C44H54BBaI2N7O12P2
Source: the Open Molecules 2025 dataset
Level of theory: wB97M-V/def2-TZVPD

```
! RIJCOSX wB97M-V def2-TZVPD def2/J DEFGRID3
* xyz -2 1
Ba -1.35 -1.04 0.11
I -3.89 -3.49 -0.42
I -4.02 -6.47 -0.39
P -3.08 -2.45 2.46
P -2.89 0.87 3.13
O 0.26 1.64 -5.18
O -4.25 -2.25 -2.56
O 2.04 -1.57 1.40
O -3.61 -3.88 1.46
O -1.67 -2.41 1.89
O -0.04 1.82 -1.13
O -3.06 2.22 -1.89
O -1.93 2.49 3.28
O -1.77 1.35 4.23
O -2.02 0.45 1.77
O 1.70 0.69 1.48
O -3.29 -3.48 3.72
N -1.29 -2.62 -2.33
N -3.89 -1.53 0.18
N -3.65 0.00 -2.69
N 1.51 -0.43 -2.62
N 0.06 -4.19 -0.13
N -1.39 -1.24 4.24
N -0.98 0.22 -3.82
C 0.70 4.80 0.65
C 7.30 -2.09 2.28
C 2.61 -0.55 -1.88
C -3.14 0.35 -6.83
C -4.72 -0.90 -0.73
C -0.14 2.69 -0.31
C -4.39 -1.48 1.55
C -1.34 -3.95 -2.94
C -6.03 -0.70 -0.47
C 2.93 0.40 1.98
C 0.83 4.11 1.99
C -2.03 0.41 -6.02
C 1.34 0.68 -3.34
C 0.11 0.86 -4.21
C 0.53 6.10 -1.80
C -3.79 -1.03 4.92
C -3.14 1.13 -1.46
C -3.40 0.08 -4.08
C -4.18 -1.06 -2.13
C -0.17 -4.83 -2.52
C 3.45 1.55 -2.59
C -0.22 -5.29 -1.06
C 0.15 4.76 -1.73
C 3.14 -0.98 1.93
C -6.60 -1.42 0.66
C -2.10 0.27 -4.62
C 6.26 -2.41 4.53
C -2.82 -1.02 3.75
C 5.30 -0.73 2.93
C 0.25 4.11 -0.48
C -4.51 0.03 -4.92
C 1.42 8.23 -0.83
C -4.40 0.16 -6.29
C 5.08 0.64 2.98
C -0.39 4.08 -2.96
C 1.08 6.13 0.52
C 7.56 -0.36 4.04
C 2.31 1.68 -3.36
C 1.00 6.79 -0.69
C 4.30 -1.56 2.39
C -5.81 -1.95 1.60
C 3.90 1.23 2.50
C 6.59 -1.38 3.44
C 3.61 0.40 -1.83
B 1.07 -0.55 1.06
H 7.53 -1.37 1.48
H -3.03 0.47 -7.91
H 1.05 -4.01 -0.04
H 0.64 8.82 -1.31
H 5.83 1.30 3.39
H -0.41 -2.17 -2.59
H -5.29 0.11 -6.92
H 7.86 0.38 3.29
H -0.66 4.82 -3.72
H -5.49 -0.11 -4.45
H -1.26 3.47 -2.73
H -3.64 -0.15 5.56
H -1.23 -5.65 -0.85
H 5.74 -1.92 5.36
H 8.23 -2.55 2.62
H 1.44 6.66 1.40
H -0.95 -0.34 4.46
H -0.32 -4.38 0.79
H 5.61 -3.20 4.15
H -4.36 -0.44 1.89
H 6.67 -2.87 1.85
H -3.42 -4.37 3.37
H -7.67 -1.63 0.63
H 7.17 -2.86 4.92
H 1.63 8.67 0.15
H -1.33 -1.89 5.02
H -6.15 -2.64 2.36
H -1.35 -3.89 -4.03
H 4.42 -2.63 2.32
H -0.91 -1.66 3.41
H -1.89 1.27 1.26
H 4.21 2.33 -2.59
H -0.50 2.46 0.71
H 0.34 3.40 -3.39
H 3.77 2.30 2.53
H -4.81 -0.98 4.53
H 1.31 4.77 2.71
H -6.66 -0.23 -1.21
H 2.69 -1.46 -1.30
H 4.48 0.27 -1.20
H -2.27 -4.45 -2.64
H 0.77 -4.29 -2.70
H 8.45 -0.87 4.39
H 0.45 6.61 -2.75
H 1.41 3.19 1.92
H 2.32 8.31 -1.44
H -1.99 -2.06 -2.80
H -1.05 0.59 -6.46
H 2.14 2.55 -3.98
H 0.46 -6.14 -0.93
H -0.15 3.83 2.39
H -0.17 -5.73 -3.15
H -3.71 -1.94 5.53
H 7.10 0.16 4.88
*
```

Calculated values
* LUMO energy: 0.1234 Eh
* electronic energy: -117654.883 eV
* HOMO energy: -0.08051 hartree



(12)
Formula: C11H12N2OS
Source: the Open Molecules 2025 dataset
Level of theory: wB97M-V/def2-TZVPD

```
! RIJCOSX wB97M-V def2-TZVPD def2/J DEFGRID3
* xyz 0 1
S -3.04 -0.92 0.79
O 0.81 -3.02 3.25
N -1.69 -3.29 1.22
N 0.68 -1.29 1.68
C 1.11 -1.59 0.29
C -1.08 2.45 -1.76
C 0.33 -2.84 -0.19
C -0.24 -3.44 1.10
C 0.44 -2.60 2.20
C -0.38 3.55 -2.24
C 0.44 2.30 0.10
C -2.28 -2.26 1.05
C 0.73 4.03 -1.55
C -0.67 1.83 -0.59
C 1.14 3.40 -0.38
H 1.27 4.89 -1.92
H 2.00 3.77 0.17
H -0.14 -0.70 1.71
H 1.00 -3.58 -0.64
H -1.21 0.97 -0.23
H -1.94 2.09 -2.30
H 2.17 -1.84 0.35
H 0.76 1.81 1.01
H 0.95 -0.70 -0.33
H 0.01 -4.49 1.23
H -0.70 4.04 -3.15
H -0.46 -2.57 -0.88
*
```

Calculated values
* LUMO energy: 0.0057 Eh
* electronic energy: -27463.765 eV
* HOMO energy: -0.34963 hartree
* relative energy (zero: lowest compared OMol25 entry of this formula, charge and spin): 1.050 eV



(13)
Formula: CH4Cl2OP
Source: the Open Molecules 2025 dataset
Level of theory: wB97M-V/def2-TZVPD

```
! RIJCOSX wB97M-V def2-TZVPD def2/J DEFGRID3
* xyz 1 1
Cl -1.50 2.30 -0.43
Cl 0.45 1.57 2.01
P -0.45 0.78 0.49
O -1.56 -0.18 1.02
C 1.20 -0.96 -1.25
H 1.96 -1.33 -0.52
H 0.20 -1.49 -1.23
H 1.41 -0.16 -2.05
H -1.70 -0.52 1.97
*
```

Calculated values
* LUMO energy (spin up / spin down): -0.2646 / -0.2646 Eh
* electronic energy: -37474.516 eV
* HOMO energy (spin up / spin down): -0.53682 / -0.53683 hartree
* relative energy (zero: lowest compared OMol25 entry of this formula, charge and spin): 3.140 eV



(14)
Formula: C5H10S2
Source: the Open Molecules 2025 dataset
Level of theory: wB97M-V/def2-TZVPD

```
! RIJCOSX wB97M-V def2-TZVPD def2/J DEFGRID3
* xyz 0 1
S -2.12 -2.99 1.65
S -0.69 -1.84 0.61
C -3.52 -1.90 1.27
C -2.61 1.06 8.23
C -1.66 1.61 7.46
C -3.24 -1.20 -0.04
C -1.86 -0.56 0.07
H -3.66 -1.17 2.09
H -2.84 -0.01 8.16
H -1.49 -0.18 -0.90
H -3.26 -1.93 -0.88
H -1.10 1.00 6.74
H -3.17 1.66 8.95
H -4.01 -0.43 -0.25
H -1.42 2.68 7.53
H -4.43 -2.54 1.23
H -1.87 0.28 0.79
*
```

Calculated values
* LUMO energy: 0.0261 Eh
* electronic energy: -27016.708 eV
* HOMO energy: -0.28675 hartree
* relative energy (zero: lowest compared OMol25 entry of this formula, charge and spin): 0.478 eV



(15)
Formula: C4H11N3O2
Source: the Open Molecules 2025 dataset
Level of theory: wB97M-V/def2-TZVPD

```
! RIJCOSX wB97M-V def2-TZVPD def2/J DEFGRID3
* xyz 0 1
O -0.49 2.42 -0.51
O -1.38 1.42 1.20
N 0.29 -0.59 0.06
N 2.16 0.35 0.76
N 2.19 -2.01 0.74
C 1.47 -0.88 0.47
C -0.15 -1.78 -0.59
C -1.52 1.74 0.06
C -2.67 1.67 -0.81
H 1.67 -2.90 0.58
H -3.13 2.68 -0.93
H -2.69 1.25 -1.73
H -0.33 -2.67 -0.01
H 0.65 -1.81 -1.48
H 0.45 2.51 0.08
H 1.60 0.95 1.35
H -3.40 1.03 -0.34
H 3.22 -2.06 0.97
H 3.10 0.32 1.23
H -1.04 -1.64 -1.11
*
```

Calculated values
* LUMO energy: 0.0266 Eh
* electronic energy: -12889.856 eV
* HOMO energy: -0.31050 hartree
* relative energy (zero: lowest compared OMol25 entry of this formula, charge and spin): 2.974 eV